Formula: C27H40Cl29FN4O6P3S
Source: the OMol25 dataset
Level of theory: ωB97M-V/def2-TZVPD

XYZ file:
```
111
Properties=species:S:1:pos:R:3:mulliken_charge:R:1
C 1.326 4.011 -1.230 -0.041
C 2.891 3.985 -1.544 -0.440
C 3.415 2.583 -2.167 0.501
O 4.523 2.201 -1.696 -0.637
O 2.706 1.944 -3.192 -0.220
C 2.222 0.583 -2.784 -1.038
C 0.957 0.775 -1.927 0.119
P -0.441 -0.500 -1.664 1.863
C -1.844 -1.743 -1.331 -1.529
C -3.370 -1.357 -1.460 -0.325
C -4.304 -1.776 -0.192 -0.163
F -5.129 -0.610 0.131 -0.355
C -1.335 0.899 -0.688 -1.209
C -2.149 0.690 0.642 0.327
C -1.542 1.699 1.781 -0.525
C -1.689 1.109 3.270 -0.064
C -0.268 0.916 4.040 -0.686
C -0.253 -0.556 4.651 -0.303
C 1.174 -1.161 5.032 -0.573
S 2.625 -0.521 4.091 -0.116
C 3.564 -1.834 3.248 0.350
N 4.916 -2.186 3.563 -0.337
N 5.377 -3.171 2.769 -0.452
C 4.340 -3.536 1.823 -0.080
O 3.258 -2.688 2.178 0.012
C -1.129 0.136 -3.355 -0.623
C -2.158 -0.655 -4.214 0.362
C -2.326 -2.177 -4.631 -1.473
N -3.111 0.099 -4.781 -0.880
P 0.515 -2.232 -2.736 0.236
O 0.714 -1.901 -4.450 -0.519
Cl 2.575 -2.608 -2.273 -0.258
P 0.669 -1.322 0.101 -0.054
N 0.154 -0.975 1.555 -0.042
O 0.610 -3.077 0.139 -0.618
O 2.322 -0.767 0.237 -0.568
H 0.643 3.807 -2.124 -0.258
H 1.058 5.072 -0.862 0.426
H 1.064 3.325 -0.342 -0.052
H 3.428 4.189 -0.548 0.292
H 3.122 4.865 -2.231 0.232
H 3.089 0.178 -2.141 0.373
H 2.235 0.009 -3.750 -0.260
H 1.320 1.259 -0.937 0.054
H 0.423 1.689 -2.404 0.197
H -1.734 -2.049 -0.217 0.440
H -1.706 -2.756 -1.866 0.683
H -3.638 -0.282 -1.701 0.155
H -3.826 -1.984 -2.317 0.251
H -3.684 -2.067 0.719 0.265
H -5.064 -2.582 -0.495 0.167
H -2.181 1.304 -1.370 0.435
H -0.704 1.854 -0.545 0.029
H -2.294 -0.355 1.056 -0.303
H -3.243 1.078 0.588 0.561
H -2.135 2.690 1.755 0.364
H -0.459 1.979 1.582 0.071
H -2.253 1.899 3.890 0.353
H -2.321 0.163 3.277 -0.228
H 0.531 1.144 3.267 0.227
H -0.172 1.698 4.864 0.401
H -0.846 -0.496 5.642 0.412
H -0.888 -1.256 3.992 -0.032
H 1.089 -2.311 4.986 0.395
H 1.370 -0.938 6.146 0.239
H 4.367 -4.300 0.991 0.386
H -1.503 1.233 -3.329 0.027
H -0.226 0.354 -4.056 0.499
H -1.827 -2.966 -4.001 0.295
H -1.910 -2.293 -5.702 0.329
H -3.435 -2.481 -4.721 0.474
H -3.755 -0.484 -5.328 0.290
H 1.521 -2.340 -4.784 0.333
H -0.150 -1.791 2.094 0.274
H 1.019 -3.299 1.012 0.395
H 2.305 0.057 0.782 0.228
C 2.397 -2.701 9.135 0.281
Cl 1.951 -1.113 9.797 -0.102
Cl 3.517 -3.513 10.248 -0.112
Cl 0.935 -3.691 8.938 -0.100
Cl 3.181 -2.484 7.558 -0.002
C -5.405 -1.956 3.834 0.223
Cl -6.662 -1.633 5.049 -0.124
Cl -3.981 -2.662 4.629 -0.108
Cl -6.032 -3.096 2.624 -0.005
Cl -4.946 -0.439 3.038 -0.009
C -0.699 6.268 -4.567 0.327
Cl -1.346 4.897 -3.646 -0.038
Cl -1.205 6.135 -6.264 -0.096
Cl -1.321 7.788 -3.879 -0.133
Cl 1.075 6.253 -4.475 -0.045
C -8.552 -6.177 2.019 0.338
Cl -9.478 -5.015 2.991 -0.092
Cl -7.291 -5.316 1.112 -0.062
Cl -7.797 -7.376 3.090 -0.097
Cl -9.641 -7.000 0.882 -0.103
C 2.208 10.468 -5.601 0.291
Cl 0.853 9.555 -4.907 0.004
Cl 2.319 12.057 -4.812 -0.106
Cl 3.720 9.572 -5.341 -0.102
Cl 1.944 10.690 -7.344 -0.106
C 7.923 -4.309 5.725 0.304
Cl 8.770 -3.022 6.612 -0.121
Cl 8.978 -4.931 4.436 -0.123
Cl 7.519 -5.631 6.847 -0.128
Cl 6.436 -3.658 5.010 0.125
C 2.440 0.989 -7.309 0.201
Cl 1.813 -0.425 -6.438 0.012
Cl 1.921 0.918 -9.009 -0.127
Cl 1.810 2.470 -6.560 -0.008
Cl 4.215 0.995 -7.232 -0.113
```

charge: -1
gap between HOMO and LUMO: 5.93 eV
LUMO: 1.27 eV
largest force on an atom: 0.1333 Eh/bohr
energy above the lowest of the compared OMol25 structures with the same formula, charge and spin: 176.7 kcal/mol



Formula: C27H40N2OP2Ti
Source: the OMol25 dataset
Level of theory: ωB97M-V/def2-TZVPD

XYZ file:
```
73
Properties=species:S:1:pos:R:3:mulliken_charge:R:1
Ti 0.025 -0.716 -0.160 -0.245
P 2.607 -0.903 -0.624 1.576
P -2.748 -0.508 -0.261 1.268
N -0.402 -0.290 -1.842 0.222
H 1.407 0.296 -0.452 -0.074
C 3.035 -2.466 -1.518 -1.197
H 4.145 -2.545 -1.594 0.460
H 2.619 -2.430 -2.544 0.274
H 2.654 -3.365 -1.000 0.195
C 3.632 -1.082 0.911 -1.312
H 4.662 -1.234 0.559 0.458
H 3.367 -1.974 1.513 0.286
H 3.592 -0.177 1.536 0.285
C 3.305 0.406 -1.741 -1.232
H 4.397 0.372 -1.694 0.447
H 2.975 1.426 -1.494 0.296
H 2.946 0.145 -2.746 0.336
C -3.596 -1.829 -1.207 -1.337
H -4.673 -1.617 -1.294 0.437
H -3.453 -2.787 -0.691 0.297
H -3.166 -1.902 -2.213 0.311
C -3.701 -0.585 1.293 -1.472
H -4.785 -0.614 1.126 0.448
H -3.459 0.278 1.920 0.340
H -3.402 -1.491 1.832 0.270
C -3.492 0.948 -1.089 -1.224
H -4.590 0.934 -1.031 0.504
H -3.193 0.955 -2.142 0.330
H -3.123 1.872 -0.634 0.169
C -0.345 0.521 -2.916 -0.747
C -0.005 0.810 -5.294 -0.553
C -0.073 -0.030 -4.198 -0.295
C -0.459 1.932 -2.750 0.744
C -0.368 2.765 -3.856 -1.026
C -0.149 2.198 -5.125 -0.469
H 0.150 0.380 -6.287 0.363
H 0.097 -1.108 -4.251 0.363
H -0.574 2.326 -1.731 0.290
H -0.484 3.843 -3.721 0.420
H -0.097 2.849 -6.000 0.341
C -0.509 -3.792 0.988 0.748
O -0.361 -2.590 0.482 -0.349
C 0.273 -4.875 0.289 -1.204
H 1.009 -5.277 1.013 0.403
H 0.759 -4.450 -0.604 0.177
H -0.292 -5.736 -0.099 0.353
C -0.815 -3.813 2.455 -0.836
H -1.869 -4.007 2.681 0.300
H -0.613 -2.792 2.828 0.031
H -0.228 -4.575 2.981 0.376
C -0.344 4.814 -0.051 -0.684
C 0.902 4.184 -0.122 -1.291
C 1.043 2.868 0.316 0.716
C -0.078 2.172 0.820 -0.841
C -1.325 2.819 0.894 -0.094
C -1.465 4.128 0.445 -0.697
N 0.004 0.827 1.278 0.576
C 0.417 0.663 2.618 -0.413
C 1.593 1.280 3.091 0.038
C 2.002 1.075 4.408 -0.811
C 1.230 0.273 5.258 -0.492
C 0.060 -0.345 4.794 -0.754
C -0.333 -0.175 3.470 -0.174
H -0.435 5.851 -0.370 0.370
H 1.786 4.712 -0.498 0.371
H 2.009 2.355 0.287 0.414
H -2.154 2.234 1.311 0.648
H -2.440 4.614 0.504 0.402
H 2.178 1.881 2.390 0.409
H 2.922 1.557 4.745 0.390
H 1.558 0.135 6.288 0.360
H -0.535 -0.964 5.465 0.407
H -1.225 -0.653 3.057 0.607
```

gap between HOMO and LUMO (alpha / beta): 5.13 / 5.13 eV
LUMO (alpha / beta): -0.74 / -0.74 eV
largest force on an atom: 0.1048 Eh/bohr



Number 1: electronic energy -16590.5837 hartree. Number 2: electronic energy -2769.6829 hartree.